The following is a DFT calculation (the ωB97M-V functional and the def2-TZVPD basis) of 2 unconnected molecules or ions with the total composition C4H7NO.

Structure (XYZ):
```
13
Properties=species:S:1:pos:R:3:forces:R:3:nbo_charge:R:1
O -1.263 -2.100 -1.908 -0.0526 0.0204 0.0546 -0.95
C 0.207 -0.007 -0.680 0.0433 -0.0864 0.1396 -0.19
C -0.477 1.278 -0.242 -0.0674 0.1653 0.0311 -0.49
C 0.682 1.059 0.644 0.1384 0.5366 0.0793 0.03
N 0.282 0.155 1.717 0.0297 0.0436 0.0327 -0.59
C 0.640 -0.579 0.527 0.1558 -0.3445 -0.1391 -0.05
H -1.712 -1.937 -1.071 -0.0055 -0.0844 -0.1273 0.46
H -0.579 -1.407 -1.929 -0.0081 -0.0779 -0.0334 0.49
H -1.414 1.220 0.316 0.1266 -0.0035 -0.0491 0.23
H -0.452 2.063 -0.993 0.0053 -0.1516 0.1188 0.23
H 1.647 1.552 0.635 -0.1519 -0.1067 -0.0084 0.24
H 1.024 0.047 2.408 -0.0521 -0.0069 -0.0809 0.37
H 1.415 -1.343 0.577 -0.1615 0.0960 -0.0181 0.22
```
Positions in Å, forces in eV/Å.

## Properties
spin multiplicity: 1
lowest unoccupied orbital energy: 0.7 eV

---

The following is a DFT calculation (the ωB97M-V functional and the def2-TZVPD basis) of a single C7H8Cl2O molecule in a non-equilibrium geometry.

Structure (XYZ):
```
18
Properties=species:S:1:pos:R:3:forces:R:3:nbo_charge:R:1
C 1.187 -0.919 -2.618 0.2170 -0.0506 0.2569 -0.17
C 0.561 -0.376 -1.766 -0.8572 1.2510 0.6506 -0.06
C 0.040 0.883 1.907 0.5290 -3.6035 1.1922 -0.41
C 1.284 1.333 1.261 -1.7590 0.2557 -2.0427 -0.43
C 0.587 0.116 0.661 0.8735 0.3915 1.7243 -0.01
C -1.366 -1.234 -0.359 0.6355 0.0337 -0.2971 -0.42
C -0.204 0.140 -0.624 -1.8273 -2.7886 1.5485 0.19
O -0.834 1.404 -0.683 1.6041 -0.8822 -0.1668 -0.69
Cl 1.318 -1.532 1.011 -0.2752 1.3076 -0.1662 -0.06
Cl -2.551 -1.155 -1.661 -0.6118 0.3798 -0.7616 -0.07
H 1.880 -1.452 -3.183 0.4691 -0.4085 -0.8839 0.23
H 0.080 0.199 2.850 0.1557 1.6246 -1.6767 0.23
H -0.922 1.279 1.730 -0.5665 1.0104 -0.0676 0.23
H 1.402 2.250 0.720 -1.2310 0.4599 -0.7870 0.24
H 2.221 1.293 1.637 2.6639 -1.3535 2.0491 0.23
H -2.039 -1.214 0.555 1.5769 0.3308 -0.6586 0.23
H -0.909 -2.287 -0.526 -0.2068 2.2472 0.7169 0.25
H -1.737 1.271 -0.910 -1.3899 -0.2051 -0.6301 0.49
```
Positions in Å, forces in eV/Å.

## Properties
structure (SMILES): C#C[C@@](O)(CCl)C1(Cl)CC1
spin multiplicity: 1
lowest unoccupied orbital energy: 0.7 eV

---

The following is a DFT calculation (the ωB97M-V functional and the def2-TZVPD basis) of a single C5H5ClN4 molecule in a non-equilibrium geometry.

Structure (XYZ):
```
15
Properties=species:S:1:pos:R:3:forces:R:3:nbo_charge:R:1
C -0.998 2.136 0.072 -7.0083 -1.4348 0.2021 0.06
C 0.180 1.510 -0.156 3.1866 -2.8257 -0.4132 -0.06
C -2.189 0.149 0.104 4.1120 -6.6627 -0.1900 0.11
C -0.733 -0.756 0.138 -2.7411 1.5099 -0.9719 0.38
C 2.355 -1.200 -0.159 0.6848 -1.2416 -0.2973 -0.11
N -2.189 1.409 0.158 2.4426 7.1094 0.1153 -0.50
N -0.663 -1.996 0.297 -1.6029 0.1714 0.9573 -0.63
N 1.640 -0.185 -0.291 0.2173 1.1577 0.0813 -0.24
N 0.341 0.073 -0.205 -0.2678 2.9559 0.6695 -0.23
Cl -3.548 -0.853 -0.091 -0.1414 0.3389 0.0822 0.07
H -1.061 3.224 0.068 -0.1255 -0.3912 0.2540 0.22
H 1.101 2.068 -0.129 0.1848 -0.3015 -0.1900 0.22
H 3.382 -0.919 -0.296 0.5910 -0.4016 0.0102 0.19
H 2.162 -2.268 -0.040 -0.5083 0.2193 0.1864 0.16
H 0.218 -2.392 0.530 0.9761 -0.2034 -0.4959 0.35
```
Positions in Å, forces in eV/Å.

## Properties
spin multiplicity: 3
lowest unoccupied orbital energy (alpha / beta): 0.7 / -2.8 eV

---

The following is a DFT calculation (the ωB97M-V functional and the def2-TZVPD basis) of 2 unconnected molecules or ions with the total composition C2H7NO2 in a non-equilibrium geometry.

Structure (XYZ):
```
12
Properties=species:S:1:pos:R:3:forces:R:3:nbo_charge:R:1
C 0.892 -1.703 -1.419 -2.4493 1.1496 0.0615 0.53
N 0.370 -0.443 -1.188 1.3314 -0.7507 -1.1199 -0.64
C 0.880 0.421 -0.172 -0.2989 2.2202 1.3002 -0.45
O 0.139 -2.559 -1.838 1.0793 -0.4833 -0.3152 -0.60
H 1.946 -1.785 -1.195 0.5997 -0.4143 0.2105 0.12
H -0.529 -0.344 -1.658 0.2477 0.3434 0.8376 0.41
H 0.630 0.025 0.827 0.1315 0.4466 -0.2486 0.20
H 0.510 1.466 -0.254 -1.0497 -0.8539 0.0224 0.22
H 1.909 0.831 -0.135 0.3937 -1.6559 -0.7367 0.21
H -2.438 0.784 2.822 0.0842 -0.2301 -0.0670 0.47
H -2.292 2.114 2.152 0.1401 -0.0346 -0.2065 0.47
O -2.017 1.193 2.058 -0.2097 0.2629 0.2619 -0.93
```
Positions in Å, forces in eV/Å.

## Properties
structure (SMILES): CNC=O.O
spin multiplicity: 1
lowest unoccupied orbital energy: 0.7 eV

---

The following is a DFT calculation (the ωB97M-V functional and the def2-TZVPD basis) of a molecular structure, C21H16N2O in a non-equilibrium geometry.

Structure (XYZ):
```
40
Properties=species:S:1:pos:R:3:forces:R:3:nbo_charge:R:1
O 0.412 0.511 -1.767 2.4728 -0.0714 0.5533 -0.69
C -0.841 0.518 -2.115 -1.3785 0.2935 -0.1743 0.37
C -1.481 -0.742 -2.338 0.6246 0.7057 0.1948 -0.25
C -2.792 -0.797 -2.745 -0.1028 -0.2035 0.1802 -0.16
C -3.540 0.376 -2.898 0.0118 -0.0290 -0.1919 -0.25
C -4.961 0.304 -3.115 -2.1629 -0.0182 -0.4960 0.29
N -6.123 0.253 -3.261 2.4672 0.0915 0.3037 -0.35
C -2.896 1.613 -2.794 -0.4417 0.2892 0.1480 -0.13
C -1.580 1.705 -2.394 0.6550 -0.5786 0.1806 -0.32
H -0.876 -1.635 -2.169 -0.2459 0.1839 -0.1125 0.22
H -3.253 -1.763 -2.936 -0.0424 0.1676 0.1540 0.22
H -3.460 2.517 -3.025 0.1133 -0.1971 0.1835 0.22
H -1.074 2.669 -2.298 -0.2283 -0.2808 -0.0668 0.21
C 2.897 1.116 -1.294 0.3457 0.4822 -0.5107 -0.69
C 1.619 1.257 -0.547 -1.8206 -0.9250 0.0257 0.38
N 1.454 0.516 0.601 0.3730 0.5361 -0.8486 -0.41
C 0.590 0.867 1.655 -0.5591 -0.6249 0.2515 0.15
C 0.033 2.097 1.954 -0.0560 0.1602 0.1686 -0.23
C -0.758 2.179 3.108 0.1607 -0.2836 -0.1737 -0.19
C -1.037 1.037 3.882 0.0461 -0.0026 -0.0860 -0.22
C -0.531 -0.217 3.522 0.3225 0.5908 -0.2328 -0.20
C 0.327 -0.286 2.422 -0.5269 0.8841 0.3362 0.00
C 1.073 -1.372 1.853 0.5057 -0.3437 -0.7512 -0.11
C 1.791 -0.860 0.742 -0.7263 -0.2169 0.4286 0.23
C 2.564 -1.677 -0.061 0.2351 -0.2159 -0.0024 -0.26
C 2.700 -3.020 0.322 -0.3032 0.2675 0.2909 -0.20
C 1.993 -3.535 1.425 0.0377 0.0855 -0.0378 -0.22
C 1.136 -2.723 2.180 0.5180 0.1018 -0.3249 -0.17
H 3.177 2.119 -1.629 0.0610 -0.1889 -0.1254 0.24
H 3.697 0.748 -0.650 -0.1521 0.0236 0.0288 0.24
H 2.826 0.476 -2.178 -0.2277 0.1064 0.2101 0.27
H 1.170 2.253 -0.540 0.2128 -0.4153 0.3625 0.22
H 0.229 2.956 1.305 -0.1630 -0.1565 0.4457 0.22
H -1.158 3.145 3.413 0.0310 -0.2540 -0.1088 0.22
H -1.648 1.143 4.783 0.1599 -0.0739 -0.3961 0.22
H -0.753 -1.123 4.073 -0.0585 0.1723 0.1409 0.22
H 3.042 -1.273 -0.951 -0.0477 -0.4470 0.2927 0.23
H 3.369 -3.668 -0.245 -0.2695 0.1337 0.1161 0.22
H 2.125 -4.585 1.694 -0.1102 0.3295 -0.1241 0.22
H 0.541 -3.098 3.013 0.2692 -0.0783 -0.2325 0.22
```
Positions in Å, forces in eV/Å.

## Properties
spin multiplicity: 1
lowest unoccupied orbital energy: 0.0 eV

---

The following is a DFT calculation (the ωB97M-V functional and the def2-TZVPD basis) of a molecular structure, C5H6IN in a non-equilibrium geometry.

Structure (XYZ):
```
13
Properties=species:S:1:pos:R:3:forces:R:3:nbo_charge:R:1
C -1.818 0.190 -0.494 -1.9008 0.0961 -2.2544 -0.23
C -0.991 1.148 0.213 2.1492 -1.7423 0.2908 -0.18
C 1.435 0.199 0.725 0.6427 -1.1482 -0.0647 0.07
C -0.824 -0.908 -0.177 -1.0785 -1.2803 1.1125 -0.46
C 0.033 0.207 0.362 -2.7287 2.0723 1.0302 -0.02
N 2.073 -0.860 0.383 -2.6752 0.4754 -0.5623 -0.57
I -4.060 -0.081 -0.094 1.3356 0.1119 0.1460 -0.04
H -1.923 0.375 -1.586 0.1018 0.0259 0.8028 0.23
H -1.110 2.193 0.286 0.1173 1.0116 0.3742 0.22
H 1.962 0.978 1.300 -0.7092 0.1547 -0.3801 0.18
H -1.374 -1.713 0.411 1.4310 1.0408 0.0093 0.24
H -0.338 -1.371 -0.987 0.2685 -0.7684 -1.3069 0.22
H 2.984 -0.739 0.659 3.0463 -0.0494 0.8026 0.33
```
Positions in Å, forces in eV/Å.

## Properties
spin multiplicity: 1
lowest unoccupied orbital energy: -0.3 eV

---

The following is a DFT calculation (the ωB97M-V functional and the def2-TZVPD basis) of a molecular structure, C32H60AsN15O27S3 in a non-equilibrium geometry.

Structure (XYZ):
```
138
Properties=species:S:1:pos:R:3:forces:R:3:mulliken_charge:R:1
O -3.070 4.645 -4.598 -0.2648 -0.2952 0.8969 -0.54
C -3.101 4.437 -3.390 0.7463 -0.6046 0.3825 -0.16
C -2.343 3.291 -2.646 -3.0000 -0.1411 -0.8607 -0.27
As -0.344 3.728 -2.360 -0.7480 3.6792 1.2192 0.95
C -0.382 2.725 -0.617 0.6687 -1.4073 1.0706 -0.88
C 0.630 3.203 0.485 -0.3780 -1.1665 0.9513 0.35
C 0.343 2.308 1.797 1.1312 2.3404 0.1304 -0.88
S 1.149 0.650 1.710 0.5488 -0.3973 -0.5898 0.02
C 2.918 0.801 2.062 0.0941 1.2743 0.4783 -0.06
S 3.586 1.499 3.402 -0.6741 -0.3858 -1.1150 -0.24
N 3.822 0.232 1.063 -0.9782 -0.6025 0.6544 0.36
C 4.591 0.918 0.105 1.1035 -3.9889 -1.0433 0.30
C 5.242 -0.209 -0.600 -1.7659 1.7830 1.9444 -0.56
N 4.835 -1.449 -0.051 -0.7696 2.2469 0.9341 -0.65
C 3.966 -1.155 0.974 1.9194 0.7263 -2.7248 -0.16
C 1.631 4.165 -2.246 1.1978 0.1312 -0.5471 -1.03
C 1.990 5.527 -1.539 1.8173 -0.2499 -0.4464 -0.18
C 3.617 5.585 -1.449 -0.3858 -0.4709 1.9581 -0.74
C 4.006 6.045 0.006 0.5416 1.2749 1.2097 0.28
C 3.863 7.501 0.301 0.7082 -1.1512 1.6704 -0.37
C 4.168 8.089 1.615 0.0208 -2.7634 -0.8852 -0.42
C 4.627 7.191 2.702 -0.6785 -0.6144 -2.7038 -0.43
C 4.765 5.744 2.415 -0.6470 1.1953 -0.9313 -0.55
C 4.460 5.138 1.086 -0.3975 3.0950 0.3565 0.07
N 0.101 2.063 -3.383 0.5072 -0.7405 -3.1212 -0.54
C -0.014 2.298 -4.553 -0.5294 -0.3468 0.1255 0.23
S -0.402 2.786 -6.083 0.6712 -0.7511 1.2634 -0.39
C -0.930 5.491 -1.514 -0.9860 5.0746 0.0504 0.15
O -1.381 5.584 -0.324 0.2814 -1.5287 -0.3155 -0.71
O -0.898 6.623 -2.222 0.4131 -3.7411 0.7865 -0.79
H -3.705 5.147 -2.736 0.5804 -0.5356 -0.3638 0.28
H -2.901 3.127 -1.676 0.7476 0.3020 -0.7925 0.20
H -2.497 2.345 -3.251 0.4739 1.0495 0.4799 0.09
H -0.371 4.471 -3.733 -0.1109 -0.1738 0.0951 0.18
H -0.114 1.644 -0.853 -0.2376 1.2066 0.1510 -0.05
H -1.401 2.669 -0.126 0.9860 0.5038 -0.7948 0.51
H 1.717 3.031 0.252 -1.0016 0.2422 -0.1163 -0.08
H 0.508 4.265 0.830 -0.1956 -0.8988 -0.6137 0.15
H 0.818 2.872 2.656 -0.7632 -0.8650 -0.5805 0.37
H -0.776 2.241 1.914 1.2850 -0.5518 0.1610 0.43
H 4.653 2.016 -0.060 -0.3492 -1.2398 0.4176 0.12
H 5.945 -0.055 -1.460 -0.8825 -0.6068 1.0685 0.34
H 3.459 -1.943 1.587 0.4767 1.3683 -0.5293 0.38
H 2.211 3.271 -1.841 -0.5793 1.1324 -0.1649 -0.29
H 1.991 4.263 -3.322 -0.5395 -0.1899 1.1153 0.55
H 1.635 5.625 -0.481 -0.1107 -0.0780 -1.1596 0.26
H 1.709 6.432 -2.154 -0.3500 -1.2045 0.8373 0.47
H 3.975 4.521 -1.549 -0.0481 1.1907 -0.2673 0.31
H 4.071 6.281 -2.203 -0.3519 -0.7981 0.6207 0.39
H 3.489 8.175 -0.516 0.4237 -0.8305 0.8843 0.28
H 4.006 9.190 1.734 0.2860 -1.2392 0.1317 0.31
H 4.838 7.654 3.697 -0.1269 -0.8353 -0.9365 0.31
H 5.087 5.101 3.278 -0.3386 0.5463 -1.1190 0.27
H 4.546 4.035 0.889 -0.0302 1.3550 0.4074 0.16
C -6.150 1.293 -4.441 0.1772 -0.1622 -0.3468 -0.88
N -5.222 1.119 -3.296 0.1522 0.0721 0.0454 0.91
O -4.215 0.460 -3.476 -0.2439 -0.0745 0.1995 -0.49
O -5.540 1.655 -2.251 0.0774 -0.1945 -0.2222 -0.52
H -5.749 0.769 -5.305 0.1137 0.0723 0.1380 0.32
H -7.110 0.877 -4.149 0.0909 0.1330 0.0406 0.34
H -6.226 2.360 -4.640 -0.0536 -0.0828 0.0854 0.30
C 3.595 -2.001 5.639 0.3389 0.1094 -0.0798 -0.83
N 2.377 -2.507 4.951 0.1388 0.1384 -0.0348 0.90
O 2.490 -2.853 3.788 -0.1474 0.2103 0.3280 -0.52
O 1.351 -2.540 5.602 0.1045 -0.2295 -0.3474 -0.49
H 4.427 -2.028 4.940 -0.1717 -0.0130 -0.0390 0.35
H 3.391 -0.981 5.957 -0.0778 -0.1240 0.0832 0.28
H 3.786 -2.650 6.491 -0.1500 0.1243 0.0268 0.31
C 0.907 -5.265 3.157 0.1987 0.0445 0.0344 -0.67
N 0.592 -6.610 3.711 -0.0802 0.1178 -0.1777 0.95
O 1.399 -7.106 4.483 -0.2995 0.0251 -0.1348 -0.57
O -0.449 -7.123 3.355 0.3391 -0.0662 0.2702 -0.56
H 1.858 -4.935 3.559 -0.1386 -0.1668 -0.0200 0.26
H 0.958 -5.359 2.074 -0.1563 0.0136 0.0674 0.30
H 0.107 -4.591 3.458 0.0180 -0.0644 -0.1122 0.28
C -9.135 3.902 -2.290 0.1140 0.3043 -0.0335 -0.70
N -9.016 2.528 -2.845 0.0251 -0.0007 0.0028 0.95
O -8.738 2.419 -4.026 -0.4080 0.0069 0.3403 -0.56
O -9.205 1.606 -2.075 0.0226 0.1484 -0.3408 -0.53
H -8.941 4.617 -3.085 0.0191 -0.1586 0.0163 0.31
H -10.147 4.015 -1.907 0.1070 -0.0977 0.0845 0.28
H -8.397 3.999 -1.495 -0.1002 -0.0826 0.0193 0.26
C -0.040 -2.674 8.714 -0.2446 -0.2213 0.0777 -0.66
N 1.267 -2.113 9.148 0.0221 0.0031 0.0670 0.86
O 1.699 -2.467 10.232 0.0242 0.1342 -0.2861 -0.54
O 1.808 -1.339 8.385 0.0160 -0.1343 0.3320 -0.48
H -0.406 -3.345 9.486 0.1311 0.1039 -0.0024 0.31
H -0.724 -1.840 8.570 0.1164 -0.0364 -0.1421 0.28
H 0.128 -3.211 7.782 -0.0034 0.2171 -0.0339 0.23
C -2.848 -2.493 -3.513 -0.1285 0.2864 0.1551 -0.80
N -2.055 -3.689 -3.121 -0.1193 0.2558 0.1345 0.93
O -1.894 -3.894 -1.934 0.1013 -0.2441 -0.4010 -0.53
O -1.618 -4.385 -4.025 -0.0505 0.2040 0.3603 -0.54
H -3.169 -1.974 -2.615 0.1297 -0.0571 -0.0655 0.30
H -2.205 -1.855 -4.117 -0.0817 -0.0564 -0.0187 0.32
H -3.706 -2.843 -4.084 0.1563 0.0001 -0.0846 0.32
C 1.366 -9.784 5.919 -0.0556 0.1087 0.0991 -0.71
N 2.169 -10.971 6.319 -0.1389 0.0561 0.2043 0.89
O 2.340 -11.158 7.509 0.1039 -0.1442 -0.3630 -0.53
O 2.601 -11.674 5.422 -0.0175 0.0845 0.2990 -0.54
H 1.050 -9.257 6.814 0.0977 -0.1128 -0.0431 0.32
H 1.997 -9.151 5.302 -0.1333 -0.1295 -0.0597 0.31
H 0.505 -10.145 5.360 0.1542 0.0479 -0.1098 0.29
C -1.162 -7.179 -3.805 0.0982 0.1286 -0.2195 -0.69
N -1.009 -8.566 -4.326 0.0115 0.0279 0.0064 0.87
O -0.706 -8.696 -5.498 -0.0829 -0.1834 0.3160 -0.53
O -1.199 -9.475 -3.537 0.0689 0.0971 -0.3058 -0.55
H -0.965 -6.480 -4.609 -0.0090 -0.2082 0.0497 0.34
H -2.183 -7.075 -3.445 0.1232 -0.0446 0.0845 0.27
H -0.444 -7.051 -2.998 -0.1563 -0.0376 0.0286 0.29
C -3.923 5.879 -7.850 0.1812 0.1079 0.2291 -0.54
N -4.119 4.811 -8.866 0.1471 0.0792 0.0167 0.91
O -3.247 4.662 -9.702 -0.3850 -0.1066 0.0815 -0.54
O -5.146 4.159 -8.789 0.2473 0.0923 -0.1755 -0.55
H -2.974 6.374 -8.041 -0.0583 -0.1593 -0.0196 0.27
H -4.750 6.580 -7.949 -0.0401 -0.1518 0.0487 0.27
H -3.919 5.405 -6.867 0.0050 0.0436 0.0034 0.20
C 2.071 -1.819 -2.955 0.1759 -0.1472 -0.1986 -0.95
N 1.722 -0.434 -2.544 -0.0802 0.3854 0.0644 0.86
O 2.590 0.413 -2.642 -0.1851 -0.2313 0.1585 -0.49
O 0.591 -0.251 -2.140 0.4447 -0.5198 0.1470 -0.45
H 3.104 -1.834 -3.292 -0.0883 0.0841 0.0759 0.31
H 1.938 -2.462 -2.087 -0.0858 0.0563 -0.0723 0.28
H 1.397 -2.102 -3.763 -0.0423 0.0008 0.1272 0.34
C 5.196 -11.652 3.761 -0.2508 0.1137 0.0455 -0.66
N 6.375 -11.119 3.026 0.0139 0.0937 -0.0794 0.87
O 6.249 -10.048 2.464 0.1870 -0.2910 0.1075 -0.51
O 7.386 -11.799 3.042 -0.1992 0.2198 -0.0496 -0.54
H 4.374 -10.949 3.662 0.1412 -0.0414 -0.0388 0.30
H 4.938 -12.610 3.316 0.1008 0.0144 0.1198 0.28
H 5.482 -11.765 4.804 0.0101 -0.1158 -0.1065 0.27
C -4.190 5.730 1.358 0.1750 -0.1520 -0.3899 -0.34
N -5.508 5.226 1.837 0.2021 0.0560 -0.1247 0.93
O -6.079 4.398 1.151 -0.1396 0.2320 0.3727 -0.53
O -5.926 5.681 2.891 -0.1403 -0.2370 -0.2231 -0.60
H -3.945 5.242 0.417 0.0945 0.0544 0.1119 0.04
H -4.281 6.805 1.221 0.0574 -0.0688 0.1214 0.25
H -3.450 5.490 2.118 -0.0426 0.1162 -0.0551 0.23
```
Positions in Å, forces in eV/Å.

## Properties
charge: -2
spin multiplicity: 1
lowest unoccupied orbital energy: 2.0 eV